1.
{"formula": "C18H20MgN8O6Se2", "method": "ωB97M-V/def2-TZVPD", "e_homo_ev": -7.9770, "charge": 0, "symbols": ["Mg", "N", "C", "C", "C", "C", "N", "C", "N", "N", "C", "O", "O", "H", "H", "H", "H", "H", "H", "H", "H", "H", "H", "H", "H", "H", "H", "Se", "N", "C", "C", "C", "C", "C", "N", "C", "C", "N", "C", "C", "C", "C", "C", "N", "H", "H", "H", "H", "H", "H", "O", "Se", "O", "O", "O"], "positions_angstrom": [[-0.592, -0.023, 0.356], [-0.843, 1.465, -1.305], [-0.496, 0.946, -2.622], [-1.399, 1.431, -3.762], [-1.598, 2.956, -3.865], [-0.406, 3.758, -4.427], [0.862, 3.685, -3.683], [1.081, 4.143, -2.457], [2.131, 3.701, -1.762], [0.297, 5.089, -1.936], [-0.496, -0.616, -2.492], [-0.422, -1.263, -3.526], [-0.514, -1.019, -1.285], [-1.750, 1.081, -1.032], [-0.976, 2.465, -1.265], [0.555, 1.151, -2.849], [-2.377, 0.969, -3.608], [-1.026, 1.041, -4.712], [-1.914, 3.350, -2.896], [-2.422, 3.144, -4.556], [-0.684, 4.808, -4.550], [-0.176, 3.377, -5.420], [1.481, 2.952, -3.983], [2.538, 2.810, -2.000], [2.201, 3.930, -0.781], [-0.437, 5.509, -2.477], [0.451, 5.422, -1.000], [3.068, -0.274, 6.924], [2.858, -1.406, 5.589], [2.334, -0.740, 4.592], [1.984, -1.331, 3.316], [2.082, -2.699, 3.061], [1.687, -3.184, 1.834], [1.207, -2.288, 0.885], [1.110, -0.987, 1.114], [1.472, -0.505, 2.311], [1.233, 0.920, 2.550], [0.694, 1.618, 1.545], [0.305, 2.859, 1.804], [0.489, 3.495, 3.019], [1.121, 2.805, 4.034], [1.507, 1.492, 3.804], [2.091, 0.662, 4.835], [2.420, 1.097, 6.024], [2.455, -3.347, 3.843], [1.728, -4.240, 1.611], [0.857, -2.617, -0.087], [-0.231, 3.365, 1.005], [0.115, 4.498, 3.176], [1.281, 3.233, 5.014], [-2.014, 1.263, 1.085], [-2.262, 0.151, 2.304], [-3.805, -0.019, 2.645], [-1.572, -1.163, 1.566], [-1.360, 0.553, 3.573]], "atomic_forces_ev_per_a": [[0.6515, 0.7530, -0.6586], [-0.0839, 0.0758, -0.3598], [-0.1711, -0.2682, 0.0154], [0.1058, 0.1434, 0.0029], [0.3876, -0.2600, 0.0774], [-0.4437, -0.0523, 0.0224], [-0.1203, -0.2994, 0.1374], [-0.3090, 0.1322, -0.2247], [0.1404, -0.1157, 0.3871], [0.0733, -0.1561, 0.0146], [0.1426, 0.3143, -0.1082], [-0.0175, -0.0191, 0.0561], [-0.0517, -0.6307, -0.8633], [-0.1983, 0.4299, -0.1481], [0.0775, 0.1425, 0.0526], [0.1185, 0.2645, 0.0941], [-0.0537, 0.0622, -0.0559], [0.0125, -0.0849, 0.0362], [-0.0188, 0.1114, -0.0156], [-0.0154, 0.0825, 0.0173], [0.0601, 0.0101, -0.0272], [0.0656, 0.0842, -0.0393], [0.0962, -0.0803, -0.0129], [-0.0422, -0.0293, -0.0700], [-0.0068, 0.0324, -0.0603], [-0.0338, -0.0279, -0.0110], [-0.0447, 0.0089, 0.0067], [0.1868, -0.0473, 0.5097], [-0.0767, -0.3265, -0.4240], [0.0743, 0.1125, 0.3486], [-0.1590, -0.0354, -0.4068], [0.0263, 0.0951, 0.0206], [0.1039, -0.0019, 0.0670], [0.0716, -0.0091, -0.0657], [0.5033, -0.2154, 0.3843], [0.2777, -0.4792, 0.0777], [0.1916, 0.5034, 0.2615], [0.1084, -0.1702, 0.2925], [-0.0646, 0.0858, -0.2732], [0.1254, 0.0445, 0.1315], [-0.0204, -0.0706, -0.0538], [-0.2097, 0.0345, -0.3779], [0.1468, -0.2208, 0.3021], [-0.1671, 0.3870, -0.3021], [-0.0179, -0.0399, -0.0210], [-0.0020, 0.0037, -0.0283], [-0.0328, -0.0041, 0.0218], [-0.0043, -0.0817, -0.0040], [0.0018, -0.0066, -0.0328], [0.0001, 0.0460, -0.0087], [0.0097, 0.2114, -0.4335], [-1.0722, 0.1163, 0.9948], [-0.8521, -0.1993, 0.0272], [-0.0912, -0.6354, 0.1514], [0.6218, 0.2798, 0.5753]]}

---

2.
{"formula": "C4H8N2", "method": "ωB97M-V/def2-TZVPD", "e_homo_ev": -8.1150, "charge": 0, "symbols": ["C", "C", "C", "C", "N", "N", "H", "H", "H", "H", "H", "H", "H", "H"], "positions_angstrom": [[-2.359, 0.287, 0.529], [-0.282, -0.198, -0.833], [-1.254, -0.483, 0.290], [0.957, -1.053, -0.730], [2.142, 0.725, 0.633], [1.941, -0.562, -0.009], [-3.125, 0.081, 1.338], [-2.613, 1.049, -0.111], [-0.856, -0.569, -1.806], [-0.099, 0.828, -0.843], [-1.136, -1.388, 0.897], [2.760, 1.149, -0.064], [1.175, 1.206, 0.679], [2.750, -1.073, 0.029]], "atomic_forces_ev_per_a": [[1.1037, -3.0372, 1.6874], [-1.5044, -2.9000, -1.4306], [-2.1253, 0.7340, 0.9644], [0.6081, 0.0863, 0.8084], [-1.6697, 0.2269, -0.4179], [-3.2254, 1.0432, -0.9481], [1.2632, -0.0076, -1.0024], [-0.3540, 1.9651, -1.3224], [1.3512, 1.1053, 1.7296], [0.2118, 1.9291, -0.4912], [0.2808, 0.3664, -0.1887], [-0.5081, 0.8433, 0.5267], [2.3262, -0.8414, -0.3048], [2.2418, -1.5134, 0.3896]]}

---

The records above yield E values of -179335.558; -7253.575 eV, respectively.
The records above yield ΔE to the lowest compared entry with this formula, charge and spin values of 218.6; 414.9 kJ/mol, respectively.
The records above yield HOMO-LUMO gap values of 7.00; 9.09 eV, respectively.